# 1
Molecular formula: C5H10O
Method: DFT, ωB97M-V with the def2-TZVPD basis set

ORCA input file:
```
! wB97M-V def2-TZVPD RIJCOSX def2/J DEFGRID3
* xyz 0 1
C 1.3741 -0.4469 1.1861
C 0.5100 0.1574 0.0727
C 0.1363 -0.8527 -1.0320
C -1.2108 -0.2645 -1.2669
C -0.8594 0.7203 0.8431
O -1.0775 0.5713 -2.2889
H 2.3762 -0.7721 0.8752
H 1.4959 0.2944 1.9819
H 0.8536 -1.3206 1.5938
H 1.0356 1.0110 -0.3945
H 0.7533 -0.8682 -1.9406
H 0.0095 -1.8676 -0.6493
H -1.7534 1.2454 0.4200
H -0.4080 1.4467 1.5042
H -1.3159 -0.0902 1.4396
H -1.9195 1.0362 -2.3444
*
```

Summary:
HOMO-LUMO gap	9.066	eV
relative energy (zero: lowest compared OMol25 entry of this formula, charge and spin)	339.1	kJ/mol
E_HOMO	-8.076	eV
E_LUMO	0.0364	Ha

=====

# 2
Molecular formula: C5H10O
Method: DFT, ωB97M-V with the def2-TZVPD basis set

ORCA input file:
```
! wB97M-V def2-TZVPD RIJCOSX def2/J DEFGRID3
* xyz 0 1
C -1.1383 -0.8479 -1.0775
C -0.4471 0.2073 -0.2606
C 0.1587 1.3599 -1.0817
C 1.1102 -0.7861 1.5650
C 0.0598 0.1570 1.0971
O -1.3280 0.1006 1.0666
H -2.1305 -0.4099 -1.2625
H -0.6876 -1.0620 -2.0518
H -1.3024 -1.7455 -0.4855
H -0.5024 2.1851 -1.3305
H 0.5339 0.9358 -2.0295
H 1.0437 1.7580 -0.5653
H 1.0078 -1.7927 1.1591
H 2.0294 -0.3392 1.1523
H 1.1955 -0.7877 2.6512
H 0.3020 1.1760 1.4189
*
```

Summary:
HOMO-LUMO gap	10.348	eV
relative energy (zero: lowest compared OMol25 entry of this formula, charge and spin)	244.5	kJ/mol
SMILES	C[C@@H]1OC1(C)C
E_HOMO	-9.386	eV
E_LUMO	0.0353	Ha

=====

# 3
Molecular formula: C5H10O
Method: DFT, ωB97M-V with the def2-TZVPD basis set

ORCA input file:
```
! wB97M-V def2-TZVPD RIJCOSX def2/J DEFGRID3
* xyz 0 1
O -1.4184 -0.3836 1.1050
C -1.0069 0.0808 -0.3847
C -0.1435 -1.0950 -0.6902
C 0.9123 -0.8729 0.3994
C 1.1668 0.6523 0.3546
C -0.1437 1.2979 -0.1471
H -2.2188 -0.0432 0.6894
H -1.7951 0.2810 -1.1686
H -0.7295 -2.0135 -0.5734
H 0.2740 -1.0562 -1.6992
H 1.8064 -1.4727 0.2513
H 0.4764 -1.1402 1.3673
H 1.4668 1.0502 1.3253
H 1.9645 0.8608 -0.3614
H -0.6212 1.9573 0.5876
H 0.0098 1.8970 -1.0553
*
```

Summary:
HOMO-LUMO gap	11.355	eV
relative energy (zero: lowest compared OMol25 entry of this formula, charge and spin)	162.5	kJ/mol
SMILES	OC1CCCC1
E_HOMO	-10.370	eV
E_LUMO	0.0362	Ha

=====

# 4
Molecular formula: C5H10O
Method: DFT, ωB97M-V with the def2-TZVPD basis set

ORCA input file:
```
! wB97M-V def2-TZVPD RIJCOSX def2/J DEFGRID3
* xyz 0 1
C -0.0886 -0.3548 -1.7807
C -0.0125 -0.4940 -0.2631
C 1.2334 -1.2392 0.1996
C -0.1048 0.8911 0.3242
C -1.0929 1.7413 2.2034
O -0.3202 0.8003 1.7488
H -1.0068 0.1609 -2.0876
H -0.0719 -1.3351 -2.2628
H 0.7643 0.2236 -2.1567
H -0.9015 -1.0321 0.0965
H 1.2468 -2.2515 -0.2165
H 1.2648 -1.3152 1.2911
H 2.1408 -0.7223 -0.1367
H 0.7532 1.5428 0.1181
H -0.9607 2.6181 1.5046
H -1.0211 1.3634 -0.0382
*
```

Summary:
HOMO-LUMO gap	9.065	eV
relative energy (zero: lowest compared OMol25 entry of this formula, charge and spin)	344.2	kJ/mol
E_HOMO	-8.459	eV
E_LUMO	0.0223	Ha

=====

# 5
Molecular formula: C5H10O
Method: DFT, ωB97M-V with the def2-TZVPD basis set

ORCA input file:
```
! wB97M-V def2-TZVPD RIJCOSX def2/J DEFGRID3
* xyz 0 1
C 0.4481 -0.0417 1.4546
C -1.0762 -0.0154 0.7540
C -0.2734 -0.0368 -0.4539
C 0.1172 1.3100 -0.9807
C 0.2940 -1.2933 -0.9408
O -0.4771 -1.0667 -2.0309
H 1.3290 0.4972 1.0345
H 0.7622 -1.0924 1.5269
H 0.2493 0.3936 2.4119
H -1.7633 0.8470 0.9157
H -1.5582 -0.9319 1.1040
H -0.2850 2.1679 -0.4196
H 1.1996 1.4268 -1.0804
H -0.3316 1.2699 -1.9630
H -0.0263 -2.1383 -0.2979
H 1.3918 -1.2961 -1.0344
*
```

Summary:
HOMO-LUMO gap	9.450	eV
relative energy (zero: lowest compared OMol25 entry of this formula, charge and spin)	370.7	kJ/mol
E_HOMO	-8.628	eV
E_LUMO	0.0302	Ha

=====

# 6
Molecular formula: C5H10O
Method: DFT, ωB97M-V with the def2-TZVPD basis set

ORCA input file:
```
! wB97M-V def2-TZVPD RIJCOSX def2/J DEFGRID3
* xyz 0 1
C -1.8414 -0.6638 -0.0067
O -0.8868 -0.4639 1.0063
C 1.7200 0.1363 0.2538
C 1.6821 -0.9700 -0.7228
C 0.6690 1.1560 -0.0055
C -0.3986 0.8555 1.0777
H -2.7848 -0.1460 0.2248
H -1.4877 -0.3177 -0.9886
H -2.0260 -1.7392 -0.0626
H 2.5317 -0.6950 -1.3781
H 1.9635 -1.9330 -0.2835
H 0.7910 -1.0728 -1.3658
H 1.0328 2.1702 0.2028
H 0.1996 1.1383 -1.0057
H -1.2192 1.5848 0.9871
H 0.0548 0.9604 2.0668
*
```

Summary:
HOMO-LUMO gap	8.549	eV
relative energy (zero: lowest compared OMol25 entry of this formula, charge and spin)	419.1	kJ/mol
E_HOMO	-8.172	eV
E_LUMO	0.0138	Ha

=====

# 7
Molecular formula: C5H10O
Method: DFT, ωB97M-V with the def2-TZVPD basis set

ORCA input file:
```
! wB97M-V def2-TZVPD RIJCOSX def2/J DEFGRID3
* xyz 0 1
C -1.2416 0.3716 -1.5991
C -0.5662 0.3987 -0.2342
C -0.3945 -0.9399 0.5430
C 1.0053 -0.4524 0.9679
O 2.0192 -1.1269 1.4737
C 0.9782 0.5877 -0.1689
H -2.2987 0.0839 -1.5109
H -0.7487 -0.3504 -2.2659
H -1.2006 1.3590 -2.0805
H -1.0547 1.1384 0.4152
H -0.2373 -1.7850 -0.1465
H -1.1186 -1.2326 1.3114
H 0.5905 0.4606 2.1132
H 1.3815 -0.2142 2.2138
H 1.4103 1.5794 0.0029
H 1.4760 0.1224 -1.0350
*
```

Summary:
HOMO-LUMO gap	10.130	eV
relative energy (zero: lowest compared OMol25 entry of this formula, charge and spin)	449.8	kJ/mol
E_HOMO	-9.465	eV
E_LUMO	0.0244	Ha

=====

# 8
Molecular formula: C5H10O
Method: DFT, ωB97M-V with the def2-TZVPD basis set

ORCA input file:
```
! wB97M-V def2-TZVPD RIJCOSX def2/J DEFGRID3
* xyz 0 1
C -0.1405 -1.8819 0.3037
C 0.8408 -0.6995 0.5416
C 0.4798 1.1334 0.9234
O 1.0653 2.2011 0.4460
C -0.6220 1.0518 0.0748
C -0.5368 1.0413 -1.4016
H -0.9066 -2.0079 1.0794
H 0.4425 -2.8159 0.3190
H -0.6555 -1.8852 -0.6678
H 1.3788 -0.9084 1.4658
H 1.5293 -0.6407 -0.3062
H 0.3753 1.0426 2.0155
H -1.5960 1.1582 0.5381
H 0.4394 0.7812 -1.8270
H -0.7807 2.0585 -1.7195
H -1.3130 0.3714 -1.7851
*
```

Summary:
HOMO-LUMO gap (alpha / beta)	7.375 / 7.376	eV
relative energy (zero: lowest compared OMol25 entry of this formula, charge and spin)	484.3	kJ/mol
E_HOMO (alpha / beta)	-7.790 / -7.791	eV
E_LUMO (alpha / beta)	-0.0152 / -0.0153	Ha

=====

# 9
Molecular formula: C5H10O
Method: DFT, ωB97M-V with the def2-TZVPD basis set

ORCA input file:
```
! wB97M-V def2-TZVPD RIJCOSX def2/J DEFGRID3
* xyz 0 1
C -1.1720 -0.7843 -1.1286
C -0.9825 -0.4574 0.3353
C 0.5928 -0.0394 1.2209
C 1.8175 -0.1603 0.3345
C -0.4311 0.9048 0.6895
O -0.1798 1.6628 -0.4792
H -0.2310 -0.7415 -1.6821
H -1.8446 -0.0458 -1.5786
H -1.6104 -1.7797 -1.2487
H -1.8077 -0.7504 0.9873
H -0.1471 -1.1406 0.9371
H 2.5161 0.5874 0.7407
H 2.3144 -1.1284 0.4524
H 1.6958 0.0635 -0.7342
H -1.0136 1.4811 1.4129
H 0.4833 2.3283 -0.2591
*
```

Summary:
HOMO-LUMO gap	8.735	eV
relative energy (zero: lowest compared OMol25 entry of this formula, charge and spin)	391.9	kJ/mol
E_HOMO	-7.888	eV
E_LUMO	0.0312	Ha

=====

# 10
Molecular formula: C5H10O
Method: DFT, ωB97M-V with the def2-TZVPD basis set

ORCA input file:
```
! wB97M-V def2-TZVPD RIJCOSX def2/J DEFGRID3
* xyz 0 1
C 0.3328 0.1449 -0.7486
C 1.5267 -0.0987 1.4242
C -1.3652 0.3226 -1.6141
C -0.1568 -0.0284 0.5568
C -1.1854 -0.1336 1.3741
O 0.9277 -0.9544 -1.3339
H 1.8332 -0.7157 -1.5737
H 0.8213 1.0978 -0.9429
H 1.4433 0.6116 2.2467
H 1.5933 -1.1281 1.7755
H 2.4026 0.1496 0.8249
H -1.0746 0.2405 -2.6626
H -1.8230 1.2939 -1.4264
H -2.0406 -0.4933 -1.3658
H -1.0274 -0.2447 2.4416
H -2.2078 -0.0641 1.0244
*
```

Summary:
HOMO-LUMO gap	9.199	eV
relative energy (zero: lowest compared OMol25 entry of this formula, charge and spin)	377.8	kJ/mol
E_HOMO	-8.458	eV
E_LUMO	0.0272	Ha

=====

# 11
Molecular formula: C5H10O
Method: DFT, ωB97M-V with the def2-TZVPD basis set

ORCA input file:
```
! wB97M-V def2-TZVPD RIJCOSX def2/J DEFGRID3
* xyz 0 1
O 1.2615 -0.4023 -1.7034
C 0.0863 -0.1632 -1.5475
C -0.2829 1.6105 0.3694
C 0.0397 0.5893 1.1582
C -0.4657 -0.8063 0.8808
C -0.8253 -0.9562 -0.6153
H 2.1581 -0.1656 -0.0211
H -0.3853 0.6339 -2.1542
H 0.2365 2.5603 0.3694
H -1.1045 1.5148 -0.3327
H 0.7526 0.7225 1.9708
H 2.1660 0.0805 0.6808
H 0.2975 -1.5442 1.1561
H -1.3388 -1.0276 1.5079
H -0.7348 -1.9996 -0.9308
H -1.8609 -0.6468 -0.7885
*
```

Summary:
HOMO-LUMO gap	10.644	eV
relative energy (zero: lowest compared OMol25 entry of this formula, charge and spin)	260.5	kJ/mol
SMILES	C=CCCC=O.[H][H]
E_HOMO	-9.670	eV
E_LUMO	0.0358	Ha

=====

# 12
Molecular formula: C5H10O
Method: DFT, ωB97M-V with the def2-TZVPD basis set

ORCA input file:
```
! wB97M-V def2-TZVPD RIJCOSX def2/J DEFGRID3
* xyz 0 1
C 2.7371 0.3299 -0.1003
C 1.7863 -0.1736 0.6531
C -1.6790 -0.1130 1.2362
C -0.8728 -0.7293 -1.0841
C -1.0078 0.3473 0.0147
O -0.7287 1.6360 -0.3915
H 3.7937 0.2647 -0.1459
H 2.5054 0.9483 -0.8476
H 1.8211 -0.8151 1.4391
H -1.5819 0.7494 1.9090
H -2.6684 -0.3213 0.9639
H -1.2537 -0.9293 1.7293
H -0.9260 -1.6585 -0.7227
H 0.1607 -0.4838 -1.6187
H -1.6488 -0.7644 -1.7772
H -0.4370 1.7127 -1.2573
*
```

Summary:
HOMO-LUMO gap (alpha / beta)	6.791 / 9.276	eV
relative energy (zero: lowest compared OMol25 entry of this formula, charge and spin)	606.6	kJ/mol
E_HOMO (alpha / beta)	-6.486 / -8.391	eV
E_LUMO (alpha / beta)	0.0112 / 0.0325	Ha

=====

# 13
Molecular formula: C5H10O
Method: DFT, ωB97M-V with the def2-TZVPD basis set

ORCA input file:
```
! wB97M-V def2-TZVPD RIJCOSX def2/J DEFGRID3
* xyz 0 1
C -1.0886 1.9565 0.9926
C -0.7297 0.4725 1.1521
O -0.8332 -0.2400 -0.0690
C 0.4603 -0.3386 -0.5846
C 1.2023 -1.6157 -0.4069
C 0.6024 -1.3462 -1.7474
H -1.0406 2.4616 1.9643
H -2.0961 2.1274 0.5852
H -0.3782 2.4431 0.3170
H 0.3997 0.3079 1.3327
H -1.4062 0.0012 1.8954
H 0.9686 0.6167 -0.7088
H 2.2811 -1.5607 -0.3368
H 0.7212 -2.3533 0.2233
H 1.2660 -1.1025 -2.5776
H -0.3289 -1.8298 -2.0315
*
```

Summary:
HOMO-LUMO gap	10.612	eV
relative energy (zero: lowest compared OMol25 entry of this formula, charge and spin)	185.2	kJ/mol
SMILES	CCOC1CC1
E_HOMO	-9.391	eV
E_LUMO	0.0449	Ha

=====

# 14
Molecular formula: C5H10O
Method: DFT, ωB97M-V with the def2-TZVPD basis set

ORCA input file:
```
! wB97M-V def2-TZVPD RIJCOSX def2/J DEFGRID3
* xyz 0 1
C 1.5874 -0.2616 0.5341
C 0.2155 0.1011 1.1153
C -1.0901 -0.8282 0.4146
C -1.1078 0.3619 -0.3953
C -0.3704 0.5850 -1.6441
O -1.5917 0.6958 -2.2084
H 1.8570 0.2911 -0.3747
H 1.6351 -1.3273 0.3041
H 2.3589 -0.0473 1.2824
H 0.1676 1.2122 1.2199
H 0.0841 -0.2649 2.1151
H -1.9882 -1.0787 1.0272
H -0.6023 -1.7473 0.0750
H -1.6602 1.1603 0.0728
H 0.2954 1.4641 -1.6196
H 0.2099 -0.3162 -1.9183
*
```

Summary:
HOMO-LUMO gap	9.324	eV
relative energy (zero: lowest compared OMol25 entry of this formula, charge and spin)	408.9	kJ/mol
E_HOMO	-8.510	eV
E_LUMO	0.0299	Ha

=====

# 15
Molecular formula: C5H10O
Method: DFT, ωB97M-V with the def2-TZVPD basis set

ORCA input file:
```
! wB97M-V def2-TZVPD RIJCOSX def2/J DEFGRID3
* xyz 0 1
C -0.6980 -1.8218 1.5039
C -0.0942 -0.4136 1.4326
C 0.4971 0.0444 0.3239
C 0.8580 1.4593 0.1681
C 1.7594 1.9096 -0.6948
H -1.4043 -1.8689 2.3168
H -1.2485 -1.9610 0.5737
H 0.0873 -2.5698 1.5543
H -0.2906 0.3067 2.2212
H 0.7553 -0.6331 -0.4797
H 0.3299 2.1664 0.8031
H 1.8936 2.9795 -0.7842
H 2.3144 1.2380 -1.3361
H -1.7425 0.1120 -1.8786
H -1.2111 -0.3233 -3.2097
O -1.8059 -0.6243 -2.5146
*
```

Summary:
HOMO-LUMO gap	9.681	eV
relative energy (zero: lowest compared OMol25 entry of this formula, charge and spin)	141.9	kJ/mol
SMILES	C=C/C=C/C.O
E_HOMO	-8.736	eV
E_LUMO	0.0347	Ha